[1]
38
Properties=species:S:1:pos:R:3:mulliken_charge:R:1 method="wB97M-V/def2-TZVPD" charge=0 multiplicity=1 orbital_gap_ev=6.587 homo_ev=-9.34
Ag -0.50 3.44 -1.61 0.715
F -0.36 1.12 -0.43 -0.531
C 0.77 -2.91 -0.54 -0.560
O -0.24 -1.97 -0.14 -0.473
H 1.49 -3.02 0.28 0.288
H 0.35 -3.90 -0.70 0.261
H 1.23 -2.71 -1.51 0.145
H 0.02 -1.05 -0.26 0.297
C -4.35 -1.11 1.70 -0.486
C -3.28 0.03 1.77 -0.060
O -3.23 0.93 0.67 -0.598
O -5.47 -0.75 2.40 -0.532
H -3.87 -1.93 2.23 0.280
H -4.45 -1.32 0.63 0.328
H -2.32 -0.48 1.81 0.135
H -3.23 0.69 2.64 0.269
H -2.34 1.08 0.35 0.265
H -5.18 -0.43 3.26 0.331
C 1.54 1.05 -3.18 -0.513
C 2.14 -0.39 -2.97 -0.152
O 3.39 -0.42 -3.57 -0.579
O 0.16 1.30 -2.97 -0.624
H 1.83 1.20 -4.22 0.412
H 2.12 1.78 -2.62 0.270
H 1.48 -1.17 -3.34 0.317
H 2.32 -0.59 -1.92 0.128
H 3.98 0.09 -3.01 0.342
H -0.10 1.24 -2.04 0.417
C 2.40 1.29 1.67 -0.414
C 1.31 0.58 2.40 -0.472
O 0.06 1.12 2.39 -0.505
O 2.30 1.30 0.22 -0.564
H 3.44 1.09 1.90 0.399
H 2.34 2.36 1.88 0.280
H 1.69 0.53 3.42 0.396
H 1.30 -0.43 1.99 0.202
H -0.15 1.31 1.47 0.286
H 1.41 1.05 -0.05 0.302



[2]
41
Properties=species:S:1:pos:R:3:mulliken_charge:R:1 method="wB97M-V/def2-TZVPD" charge=+1 multiplicity=3 orbital_gap_ev="6.629 / 7.522" homo_ev="-9.63 / -12.41"
O -3.45 -1.70 3.00 -0.515
H -4.10 -2.41 3.03 0.313
Au 0.08 -0.04 0.22 0.813
N 0.87 -0.27 -1.71 -0.235
N -1.59 -0.39 -0.85 -0.174
O 2.24 -0.18 -2.21 -0.481
O -2.92 -0.35 -0.33 -0.477
C 0.00 -0.61 -2.61 0.725
C -1.39 -0.60 -2.15 0.411
C 0.38 -0.95 -4.02 -1.462
C -2.56 -0.89 -3.01 -1.492
H 1.43 -1.28 -4.09 0.439
H 0.21 -0.07 -4.70 0.303
H -0.30 -1.77 -4.39 0.363
H -3.44 -0.44 -2.53 0.477
H -2.70 -2.00 -3.10 0.284
H -2.38 -0.46 -4.05 0.360
H 2.80 0.14 -1.47 0.343
H -2.76 -0.36 0.65 0.340
O -0.19 2.76 -0.89 -0.614
H 0.38 2.08 -1.31 0.380
H -0.89 2.20 -0.55 0.324
C -2.17 -2.23 2.74 -0.239
H -1.47 -1.45 3.07 0.008
H -2.04 -2.29 1.66 0.193
H -1.93 -3.20 3.24 0.351
O 1.67 -2.08 0.80 -0.613
H 1.51 -2.00 -0.16 0.400
H 2.04 -1.20 1.02 0.365
C 4.04 2.59 1.81 -0.646
O 2.74 2.60 2.46 -0.371
C 1.85 1.81 1.90 0.863
O 2.10 1.13 0.89 -0.625
N 0.62 1.79 2.52 -0.143
N -0.38 0.84 2.10 -0.628
H 4.22 3.62 1.57 0.292
H 4.06 1.99 0.92 0.282
H 4.72 2.19 2.54 0.288
H 0.55 2.21 3.39 0.291
H -0.55 -0.02 2.63 0.156
H -1.30 1.28 1.98 0.350



[3]
38
Properties=species:S:1:pos:R:3:mulliken_charge:R:1 method="wB97M-V/def2-TZVPD" charge=+1 multiplicity=1 orbital_gap_ev=6.415 homo_ev=-11.33
C 4.47 -2.81 -2.98 -0.560
O 4.19 -1.52 -2.36 -0.398
B 3.68 -0.59 -3.26 0.704
O 4.51 0.09 -4.16 -0.414
P 1.80 -0.08 -3.33 -0.045
P 0.41 -1.74 -2.96 0.353
O 1.07 -2.94 -2.31 -0.505
H 3.65 -3.18 -3.64 0.257
H 5.42 -2.83 -3.56 0.294
H 4.56 -3.54 -2.15 0.234
H 5.34 0.28 -3.70 0.352
H 1.53 1.03 -2.46 0.230
H 1.55 0.41 -4.66 0.213
H -0.69 -1.20 -2.20 0.113
H -0.14 -2.17 -4.22 0.169
C -4.53 0.22 3.22 -0.797
O -3.16 0.03 2.89 -0.270
C -2.99 -0.68 1.68 -0.663
C -1.74 -0.21 0.94 -0.047
O -1.89 1.07 0.32 -0.465
C -1.95 2.21 1.17 -0.316
C -0.63 2.55 1.85 -0.523
O -0.36 1.64 2.92 -0.267
C 1.02 1.39 3.09 -0.754
H -4.99 -0.73 3.52 0.330
H -4.58 0.92 4.06 0.240
H -5.08 0.66 2.38 0.351
H -3.86 -0.57 1.02 0.355
H -2.87 -1.74 1.93 0.393
H -1.55 -0.91 0.13 0.190
H -0.86 -0.23 1.59 0.146
H -2.76 2.12 1.89 0.130
H -2.20 3.05 0.52 0.408
H -0.68 3.55 2.28 0.410
H 0.18 2.52 1.11 0.285
H 1.48 1.06 2.16 0.295
H 1.12 0.59 3.82 0.239
H 1.52 2.28 3.47 0.334



[4]
41
Properties=species:S:1:pos:R:3:mulliken_charge:R:1 method="wB97M-V/def2-TZVPD" charge=+2 multiplicity=1 orbital_gap_ev=3.350 homo_ev=-15.63
Tl 1.05 -3.96 2.07 0.869
O -0.28 -1.56 1.61 -1.138
H 0.46 -1.14 1.13 0.287
C -2.50 0.21 3.56 -0.324
C -1.89 1.13 2.42 -0.398
O -0.52 0.98 2.39 -0.465
O -2.29 -1.13 3.38 -0.428
H -3.57 0.36 3.68 0.389
H -1.97 0.51 4.47 0.278
H -2.08 2.16 2.73 0.460
H -2.36 0.86 1.47 0.174
H -0.32 -0.01 2.23 0.564
H -1.51 -1.31 2.76 0.355
C -0.16 2.63 -1.71 -0.592
C 1.10 1.77 -1.77 -0.347
O 1.45 1.24 -0.50 -0.617
O -1.19 1.90 -1.08 -0.454
H -0.49 2.94 -2.70 0.376
H 0.12 3.56 -1.20 0.370
H 1.97 2.24 -2.21 0.535
H 0.85 0.95 -2.47 0.233
H 0.64 1.07 0.00 0.306
H -1.35 2.28 -0.20 0.421
C -2.15 -0.01 -2.59 -0.366
C -1.28 -0.36 -1.38 0.705
O -1.85 -1.29 -0.54 -0.324
O -1.88 -0.79 -3.72 -0.479
H -1.89 1.02 -2.83 0.236
H -3.21 -0.17 -2.34 0.386
H -1.28 0.61 -0.77 -0.460
H -0.22 -0.53 -1.61 0.376
H -1.25 -1.36 0.29 0.510
H -1.92 -1.75 -3.59 0.373
C 3.58 -1.73 0.20 0.576
O 2.62 -1.94 1.02 -0.614
N 4.74 -2.48 0.26 -0.408
N 3.52 -0.75 -0.77 -0.262
H 5.49 -2.30 -0.37 0.173
H 4.81 -3.18 0.97 0.225
H 4.27 -0.60 -1.41 0.195
H 2.75 -0.07 -0.85 0.303



[5]
41
Properties=species:S:1:pos:R:3:mulliken_charge:R:1 method="wB97M-V/def2-TZVPD" charge=0 multiplicity=1 smiles="COC[C@H](C)N.NC(N)=O.NC(N)=O.NC(N)=O" orbital_gap_ev=9.302 homo_ev=-8.98
C -14.70 0.66 11.84 -0.827
O -16.00 0.19 12.24 -0.298
C -17.07 1.03 11.87 -0.763
C -18.23 0.19 11.28 0.254
C -19.34 1.22 10.83 -1.455
N -18.90 -0.66 12.30 -0.529
H -13.86 0.18 12.35 0.246
H -14.45 1.71 11.96 0.337
H -14.68 0.46 10.76 0.352
H -17.33 1.63 12.75 0.229
H -16.77 1.62 11.00 0.497
H -17.92 -0.51 10.51 0.343
H -19.72 1.68 11.74 0.392
H -20.25 0.71 10.52 0.368
H -18.97 2.07 10.26 0.375
H -19.53 -0.13 12.88 0.185
H -19.48 -1.40 11.95 0.349
N -15.71 -8.02 14.37 -0.381
C -14.94 -7.78 15.32 0.612
N -14.64 -6.52 15.35 -0.349
O -14.81 -8.56 16.23 -0.702
H -15.95 -7.36 13.65 0.271
H -16.29 -8.79 14.68 0.202
H -14.75 -5.96 14.51 0.200
H -14.07 -6.22 16.12 0.189
N -16.34 -3.12 11.74 -0.332
C -16.69 -3.95 12.68 0.535
N -17.66 -3.35 13.36 -0.249
O -16.08 -5.03 12.84 -0.745
H -16.65 -2.17 11.63 0.096
H -15.60 -3.38 11.09 0.190
H -18.20 -3.86 14.05 0.178
H -17.99 -2.47 12.97 0.297
N -21.32 -4.73 12.54 -0.478
C -21.21 -3.62 13.23 0.712
N -21.60 -3.75 14.45 -0.414
O -20.86 -2.61 12.72 -0.691
H -21.07 -4.54 11.58 0.233
H -22.01 -5.41 12.84 0.190
H -21.92 -4.71 14.54 0.156
H -21.44 -3.02 15.13 0.224



[6]
41
Properties=species:S:1:pos:R:3:mulliken_charge:R:1 method="wB97M-V/def2-TZVPD" charge=0 multiplicity=1 smiles="COC[C@H](C)N.NC(N)=O.NC(N)=O.NC(N)=O" orbital_gap_ev=8.948 homo_ev=-9.05
C -3.51 -4.51 -0.36 -0.664
O -3.38 -3.12 -0.59 -0.394
C -2.23 -2.69 -1.29 -0.736
C -0.92 -2.81 -0.52 0.713
C -0.95 -2.36 0.93 -1.464
N 0.09 -1.99 -1.25 -0.692
H -4.49 -4.66 0.08 0.242
H -2.73 -4.89 0.31 0.279
H -3.43 -5.01 -1.33 0.300
H -2.13 -3.44 -2.09 0.369
H -2.50 -1.71 -1.67 0.291
H -0.53 -3.83 -0.51 0.220
H 0.00 -2.34 1.48 0.410
H -1.69 -2.92 1.49 0.304
H -1.16 -1.29 1.01 0.330
H 0.28 -2.41 -2.16 0.225
H 0.95 -2.14 -0.72 0.203
N 6.14 -1.27 0.87 -0.375
C 5.39 -0.61 1.80 0.626
N 4.30 0.04 1.31 -0.334
O 5.62 -0.60 3.01 -0.628
H 6.99 -1.68 1.19 0.223
H 5.96 -1.26 -0.11 0.170
H 3.53 0.29 1.90 0.163
H 4.17 0.08 0.31 0.156
N -2.77 5.22 0.24 -0.316
C -2.00 6.32 -0.06 0.486
N -0.70 5.98 -0.36 -0.308
O -2.40 7.48 -0.13 -0.668
H -2.31 4.33 0.26 0.247
H -3.76 5.32 0.31 0.183
H -0.05 6.73 -0.52 0.160
H -0.37 5.04 -0.43 0.326
N 0.02 1.12 -1.44 -0.365
C 0.00 1.88 -0.29 0.547
N 0.42 1.20 0.81 -0.289
O -0.46 3.01 -0.21 -0.774
H -0.37 1.44 -2.30 0.243
H 0.05 0.10 -1.39 0.234
H 0.12 1.67 1.65 0.203
H 0.81 0.28 0.78 0.155



[7]
34
Properties=species:S:1:pos:R:3:mulliken_charge:R:1 method="wB97M-V/def2-TZVPD" charge=0 multiplicity=1 smiles=CC(C)CNC(C)C.O.O.O orbital_gap_ev=9.597 homo_ev=-9.03
C -0.06 0.80 -2.89 -1.613
C -0.54 0.76 -1.44 1.466
C -2.06 0.61 -1.52 -1.961
C 0.02 -0.42 -0.59 0.329
N -0.50 -0.28 0.78 0.027
C 0.40 -0.72 1.87 0.385
C 0.87 -2.19 1.66 -1.526
C 1.58 0.18 2.15 -1.310
H -0.53 0.13 -3.65 0.328
H -0.31 1.82 -3.23 0.438
H 1.00 0.62 -3.02 0.374
H -0.35 1.74 -0.97 0.065
H -2.69 0.53 -0.65 0.393
H -2.50 1.51 -2.03 0.396
H -2.27 -0.27 -2.14 0.465
H 1.04 -0.07 -0.43 -1.301
H -0.03 -1.43 -1.00 0.512
H -1.29 -0.90 0.83 0.355
H -0.25 -0.82 2.75 0.285
H 1.72 -2.30 0.97 0.268
H 0.07 -2.81 1.30 0.377
H 1.09 -2.60 2.64 0.473
H 2.37 0.46 1.38 0.411
H 1.17 1.18 2.51 0.273
H 2.14 -0.10 3.06 0.415
O 3.51 0.94 -0.17 -0.721
H 2.88 0.28 -0.46 0.309
H 3.16 1.77 -0.53 0.329
O -2.17 -2.37 -0.50 -0.621
H -2.17 -1.60 -1.07 0.201
H -3.08 -2.63 -0.37 0.290
O -0.91 2.84 1.89 -0.696
H -0.71 1.92 1.70 0.283
H -0.61 3.43 1.18 0.307



[8]
36
Properties=species:S:1:pos:R:3:mulliken_charge:R:1 method="wB97M-V/def2-TZVPD" charge=0 multiplicity=1 smiles="C/C=C/C(N)=C/CC.O.O.O.O.O" orbital_gap_ev=7.948 homo_ev=-7.61
C 0.53 2.67 -2.31 -1.425
C 0.11 1.73 -1.19 0.630
C -0.91 1.90 -0.37 -0.845
C -1.09 1.03 0.82 1.097
N -2.33 0.96 1.38 -0.422
C -0.11 0.17 1.19 1.114
C -0.23 -0.71 2.36 -0.587
C -0.67 -0.29 3.76 -1.496
H -0.17 3.56 -2.37 0.351
H 0.32 2.13 -3.26 0.377
H 1.53 3.08 -2.22 0.325
H 0.74 0.81 -1.23 -0.219
H -1.59 2.73 -0.51 0.277
H -2.45 0.62 2.31 0.134
H -3.16 1.49 1.05 0.198
H 0.81 -0.22 0.74 -0.863
H -0.88 -1.67 2.16 0.163
H 0.72 -1.28 2.54 0.106
H -0.96 0.65 4.15 0.381
H -1.57 -0.88 3.98 0.398
H 0.20 -0.59 4.40 0.336
O 2.49 -0.70 -2.76 -0.649
H 2.09 0.19 -2.67 0.325
H 1.91 -1.16 -3.41 0.318
O -2.00 -2.63 -0.47 -0.646
H -1.97 -3.44 0.05 0.289
H -1.05 -2.42 -0.68 0.322
O 1.74 -2.78 0.57 -0.631
H 1.71 -2.06 1.28 0.308
H 2.18 -2.36 -0.24 0.322
O 3.01 1.02 1.03 -0.645
H 3.23 0.25 0.50 0.319
H 2.15 1.13 0.62 0.330
O -1.42 -0.46 -3.01 -0.603
H -1.94 -0.54 -2.19 0.300
H -1.65 -1.33 -3.38 0.309



[9]
44
Properties=species:S:1:pos:R:3:mulliken_charge:R:1 method="wB97M-V/def2-TZVPD" charge=-1 multiplicity=5 orbital_gap_ev="4.507 / 6.853" homo_ev="-5.44 / -5.47"
Cr -3.46 0.97 0.83 1.102
Cl -4.74 4.17 -0.09 -0.607
Cl -5.71 -0.60 3.07 -0.839
B -3.80 -0.17 -2.06 0.540
H -3.07 -0.59 -1.38 -0.498
H -3.99 -0.96 -2.77 -0.161
H -4.72 0.05 -1.55 -0.255
H -3.39 0.74 -2.46 -0.246
O 0.03 2.21 -0.84 -0.523
S 1.43 2.42 -1.23 1.067
O 2.53 1.51 -0.87 -0.611
O 1.38 2.56 -2.88 -0.296
C 2.57 2.28 -3.56 -0.078
C 2.50 1.98 -5.03 -1.171
C 1.84 4.21 -0.87 -0.893
H 2.92 1.30 -3.22 0.265
H 3.40 2.94 -3.32 0.295
H 3.00 1.10 -5.43 0.324
H 2.94 2.86 -5.49 0.291
H 1.48 1.95 -5.42 0.303
H 1.19 4.76 -1.55 0.302
H 2.90 4.24 -1.12 0.340
H 1.47 4.23 0.16 0.369
O 0.24 -3.37 3.49 -0.617
S -0.39 -3.19 2.17 1.003
O -0.73 -1.93 1.57 -0.516
O 0.66 -3.90 1.16 -0.276
C 1.83 -3.25 0.77 -0.119
C 2.92 -4.27 0.46 -1.232
C -1.87 -4.34 1.99 -0.898
H 2.19 -2.55 1.52 0.338
H 1.44 -2.77 -0.13 0.268
H 2.68 -5.04 -0.27 0.316
H 3.16 -4.76 1.40 0.307
H 3.80 -3.75 0.07 0.366
H -1.41 -5.31 2.14 0.320
H -2.29 -4.23 0.99 0.318
H -2.63 -4.06 2.74 0.392
C -1.14 1.98 4.60 -0.684
O -2.16 2.29 3.63 -0.407
H -0.66 2.85 5.04 0.306
H -1.31 1.24 5.39 0.314
H -0.35 1.46 4.06 0.206
H -2.66 2.75 4.30 0.275



[10]
42
Properties=species:S:1:pos:R:3:mulliken_charge:R:1 method="wB97M-V/def2-TZVPD" charge=+2 multiplicity=1 orbital_gap_ev=2.486 homo_ev=-14.55
Be 2.56 -2.83 -0.61 1.311
Be 2.51 2.03 -1.98 1.288
C 1.18 -0.27 -1.07 1.393
O 0.56 -1.35 -0.85 -0.769
O 0.71 0.88 -0.92 -0.751
O 2.43 -0.35 -1.33 -0.867
C -3.02 1.60 -1.25 -0.429
O -1.74 1.99 -1.70 -0.489
H -2.93 1.41 -0.17 0.126
H -3.71 2.42 -1.40 0.302
H -3.30 0.64 -1.70 0.231
H -1.09 1.40 -1.30 0.244
C 0.48 -4.82 1.84 -0.599
O 0.70 -4.08 0.63 -0.323
H 0.37 -5.87 1.59 0.296
H 1.35 -4.77 2.51 0.280
H -0.37 -4.43 2.39 0.264
H -0.15 -3.98 0.18 0.300
C 3.68 3.25 1.40 -0.657
O 2.96 2.38 0.51 -0.324
H 4.41 2.65 1.95 0.281
H 4.23 3.98 0.80 0.260
H 3.00 3.76 2.09 0.303
H 2.36 1.92 1.12 0.367
C -2.05 -1.00 1.60 -0.368
O -1.82 -1.66 0.36 -0.464
H -1.53 -1.53 2.40 0.201
H -1.65 0.01 1.50 0.029
H -3.11 -0.92 1.86 0.326
H -0.96 -1.34 0.07 0.345
C -0.18 2.96 1.77 -0.550
O 0.63 1.77 1.71 -0.641
H -1.13 2.75 1.29 0.185
H -0.36 3.30 2.79 0.322
H 0.30 3.81 1.28 0.258
H 0.48 1.29 0.89 0.351
C -1.02 -0.99 -3.70 -0.407
O -1.22 -2.06 -2.78 -0.571
H -1.71 -0.95 -4.55 0.313
H -1.23 -0.04 -3.20 0.065
H 0.01 -1.09 -4.05 0.217
H -0.66 -1.89 -2.01 0.350



[11]
37
Properties=species:S:1:pos:R:3:mulliken_charge:R:1 method="wB97M-V/def2-TZVPD" charge=+2 multiplicity=1 orbital_gap_ev="5.483 / 4.374" homo_ev="-14.43 / -14.42"
C -1.76 0.39 0.21 -1.169
I 0.40 0.27 1.15 0.279
H -2.29 0.45 -0.76 0.452
H -2.23 1.13 0.80 0.522
H -2.13 -0.52 0.62 0.419
Tl 0.79 -0.71 -4.10 0.549
P 0.17 2.51 -0.24 0.739
C 0.01 3.56 1.21 -1.246
C 1.91 2.84 -0.68 -1.158
H 1.93 3.93 -0.78 0.408
H -0.19 4.50 -1.29 0.441
H 2.16 2.37 -1.64 0.397
H -0.58 3.24 -2.51 0.350
H 0.66 3.34 2.08 0.419
H 2.64 2.53 0.07 0.399
C -0.69 3.53 -1.44 -1.185
H 0.26 4.56 0.86 0.417
H -1.76 3.64 -1.23 0.376
H -1.01 3.58 1.59 0.385
P 0.13 -2.44 -0.20 0.596
C -0.05 -3.50 1.27 -1.137
C -0.75 -3.58 -1.35 -1.028
H 2.15 -2.49 -1.55 0.294
H 1.78 -4.07 -0.73 0.421
H 2.54 -2.72 0.18 0.388
C 1.84 -2.97 -0.61 -1.085
H -0.69 -3.27 -2.42 0.233
H -0.24 -4.54 -1.21 0.409
H 0.20 -4.51 0.93 0.426
H -1.09 -3.51 1.64 0.365
H -1.81 -3.67 -1.07 0.379
H 0.61 -3.24 2.12 0.386
Cl 2.93 0.28 -5.08 -0.507
N -1.44 -0.14 3.32 -0.671
H -1.94 0.60 3.82 0.219
H -0.46 -0.35 3.59 0.291
H -1.99 -1.01 3.43 0.224



[12]
36
Properties=species:S:1:pos:R:3:mulliken_charge:R:1 method="wB97M-V/def2-TZVPD" charge=+1 multiplicity=1 orbital_gap_ev=9.081 homo_ev=-11.75
C 0.36 -1.80 -1.47 -0.930
C -1.08 -1.50 -1.98 -0.687
C -1.69 -0.39 -1.16 -0.489
C -1.39 1.06 -1.55 -0.805
C -0.05 1.51 -1.08 0.255
C 0.11 2.72 -0.58 -0.352
C 1.38 3.23 0.13 -1.321
N 0.47 -1.93 0.00 0.003
H 0.84 -2.71 -1.93 0.402
H 1.05 -1.06 -1.87 0.391
H -1.07 -1.31 -3.04 0.399
H -1.68 -2.39 -1.89 0.360
H -1.43 -0.49 -0.10 0.218
H -2.79 -0.49 -1.23 0.477
H -2.10 1.80 -1.22 0.483
H -1.41 1.10 -2.66 0.302
H 0.78 0.84 -0.79 0.149
H -0.81 3.45 -0.69 0.223
H 1.97 3.69 -0.60 0.432
H 1.12 4.05 0.76 0.328
H 1.85 2.47 0.77 0.261
H -0.08 -2.76 0.21 0.378
H 1.43 -2.18 0.31 0.365
H 0.19 -1.11 0.60 0.196
H 1.72 -0.49 3.10 0.267
H 0.62 0.59 2.64 0.310
O 1.18 -0.16 2.37 -0.578
H -3.23 -2.65 1.25 0.270
H -3.38 -1.30 0.80 0.307
O -2.71 -1.99 0.76 -0.565
H 3.29 -3.22 -0.08 0.337
H 3.73 -1.77 0.21 0.337
O 3.08 -2.45 0.45 -0.700
H -0.61 2.11 3.65 0.297
H 0.47 3.14 3.06 0.320
O -0.12 2.39 2.87 -0.638